Computed, not measured: a cluster of 11 separate species, H22O11 in total, with ωB97M-V/def2-TZVPD.

Each atom is followed by the atoms it is bonded to, with distances in Å.
Cartesian coordinates (Å):
1 H -0.28 0.83 0.81  O23 0.964
2 H -0.08 -0.41 -0.04  O23 0.964
3 H -4.56 0.81 0.03  O24 0.964
4 H -6.05 0.56 -0.13  O24 0.964
5 H -3.22 -0.90 -1.25  O25 0.964
6 H -2.93 -1.89 -2.36  O25 0.964
7 H 3.58 -3.45 -2.23  O26 0.964
8 H 3.15 -2.30 -1.34  O26 0.964
9 H 3.44 4.01 0.62  O27 0.964
10 H 2.68 3.65 1.88  O27 0.964
11 H -2.45 2.63 0.45  O28 0.964
12 H -1.85 1.26 0.21  O28 0.964
13 H -0.53 -3.46 -1.08  O29 0.964
14 H 0.81 -2.74 -1.02  O29 0.964
15 H 4.54 -0.62 1.54  O30 0.964
16 H 4.90 -0.63 3.02  O30 0.964
17 H -3.39 -2.66 1.48  O31 0.964
18 H -3.07 -4.05 2.02  O31 0.964
19 H 1.99 1.44 -0.92  O32 0.964
20 H 2.17 0.06 -1.53  O32 0.964
21 H -0.36 2.83 -2.33  O33 0.964
22 H -0.05 4.20 -1.75  O33 0.964
23 O 0.38 0.37 0.28  H1 0.964, H2 0.964
24 O -5.39 0.81 0.53  H3 0.964, H4 0.964
25 O -2.50 -1.36 -1.68  H5 0.964, H6 0.964
26 O 3.82 -2.55 -1.98  H7 0.964, H8 0.964
27 O 2.57 4.07 1.03  H9 0.964, H10 0.964
28 O -2.11 1.86 0.92  H11 0.964, H12 0.964
29 O 0.00 -2.88 -0.52  H13 0.964, H14 0.964
30 O 4.51 -1.18 2.32  H15 0.964, H16 0.964
31 O -2.80 -3.12 2.09  H17 0.964, H18 0.964
32 O 2.41 0.59 -0.76  H19 0.964, H20 0.964
33 O -0.71 3.50 -1.73  H21 0.964, H22 0.964

Computed properties:
frontier orbital gap = 9.9 eV
E = -22878.226 eV
SMILES string = O.O.O.O.O.O.O.O.O.O.O
energy relative to the best compared isomer or geometry (same formula, charge and spin) = 75.82 kcal per mole
molar mass = 198.16 g/mol

Taken from the Mulliken analysis, the atomic charges in e are: H 0.2975; H 0.3023; H 0.2896; H 0.3237; H 0.2691; H 0.2898; H 0.3187; H 0.3224; H 0.3112; H 0.3153; H 0.3199; H 0.2734; H 0.2946; H 0.2409; H 0.3192; H 0.3053; H 0.3022; H 0.3084; H 0.2856; H 0.2821; H 0.2974; H 0.3072; O -0.5314; O -0.6057; O -0.5550; O -0.6224; O -0.6297; O -0.6388; O -0.5504; O -0.6271; O -0.6121; O -0.6093; O -0.5940